2 unconnected molecules or ions with the total composition C5H13N3, computed with ωB97M-V/def2-TZVPD.

Output
energy relative to the best compared isomer or geometry (same formula, charge and spin) = 101.8 kJ/mol
highest occupied orbital energy = -0.3151 Eh
Kohn-Sham gap = 9.29 eV
total charge = 0
largest force on an atom = 3.014 eV/Å

Atoms and positions in Å:
1 C -0.25 -3.09 -0.50
2 C -1.29 -1.98 -0.37
3 C -1.10 -0.75 0.18
4 C -2.13 0.36 0.27
5 H -0.35 -3.82 0.30
6 H -0.34 -3.63 -1.43
7 H 0.78 -2.68 -0.42
8 H -2.31 -2.22 -0.66
9 H -0.13 -0.55 0.73
10 H -3.14 0.03 0.12
11 H -1.85 1.11 -0.53
12 H -2.07 0.83 1.28
13 N 1.96 1.13 1.30
14 C 1.24 1.30 0.20
15 N 0.10 2.20 0.02
16 N 1.55 0.61 -0.94
17 H 1.67 1.75 2.06
18 H -0.03 2.83 0.80
19 H 0.10 2.63 -0.88
20 H 1.18 0.92 -1.81
21 H 2.44 0.14 -0.93

---

A molecular structure, C5H13N3, computed with ωB97M-V/def2-TZVPD.

Output
energy relative to the best compared isomer or geometry (same formula, charge and spin) = 122.4 kJ/mol
highest occupied orbital energy = -0.2837 Eh
Kohn-Sham gap = 8.64 eV
total charge = 0
largest force on an atom = 1.831 eV/Å

Atoms and positions in Å:
1 C 0.21 -1.01 -0.40
2 C -0.13 -2.48 -0.67
3 C 1.69 -0.71 -0.67
4 C -0.85 2.95 0.76
5 N -0.46 1.61 0.42
6 N 0.06 -0.75 1.23
7 C -0.81 1.08 -0.75
8 N -0.67 -0.17 -1.09
9 H -0.08 0.58 1.18
10 H 0.77 -1.25 1.76
11 H -0.84 -1.10 1.53
12 H -1.50 1.65 -1.38
13 H 0.01 -2.68 -1.73
14 H -1.17 -2.67 -0.42
15 H 0.52 -3.15 -0.10
16 H 1.91 0.32 -0.39
17 H 1.87 -0.83 -1.74
18 H 2.34 -1.38 -0.12
19 H -1.55 2.97 1.60
20 H 0.03 3.54 1.04
21 H -1.33 3.47 -0.08

---

3 unconnected molecules or ions with the total composition C5H13N3, computed with ωB97M-V/def2-TZVPD.

Output
energy relative to the best compared isomer or geometry (same formula, charge and spin) = 496.9 kJ/mol
highest occupied orbital energy (spin up / spin down) = -0.2281 / -0.2281 Eh
Kohn-Sham gap (spin up / spin down) = 7.14 / 7.14 eV
total charge = 0
largest force on an atom = 4.944 eV/Å

Atoms and positions in Å:
1 C -0.49 -0.56 -0.20
2 C -0.48 0.77 0.25
3 C 1.56 -0.33 -0.89
4 C 2.61 -0.13 0.17
5 N -1.22 -0.96 -1.32
6 N 0.09 1.19 1.44
7 C -2.55 0.44 0.86
8 N -3.54 -0.12 0.32
9 H -0.34 -1.34 0.54
10 H -0.62 1.56 -0.48
11 H -1.22 -0.29 -2.08
12 H -0.95 -1.87 -1.67
13 H 0.43 0.47 2.06
14 H 0.69 2.00 1.38
15 H -3.23 -0.70 -0.48
16 H -2.72 1.04 1.77
17 H 1.63 0.39 -1.71
18 H 1.59 -1.33 -1.32
19 H 3.63 -0.34 -0.20
20 H 2.65 0.90 0.53
21 H 2.46 -0.81 1.01

---

C5H13N3 in the gas phase, computed with ωB97M-V/def2-TZVPD.

Output
energy relative to the best compared isomer or geometry (same formula, charge and spin) = 238.0 kJ/mol
highest occupied orbital energy = -0.2832 Eh
Kohn-Sham gap = 8.63 eV
total charge = 0
largest force on an atom = 3.962 eV/Å

Atoms and positions in Å:
1 C 2.80 -0.28 0.56
2 C 1.62 0.34 0.59
3 N 0.64 0.29 -0.39
4 N 0.89 -0.53 -1.52
5 C -0.75 0.15 -0.04
6 C -1.61 0.69 -1.18
7 C -1.14 0.80 1.28
8 N -0.96 -1.42 -0.03
9 H 3.15 -0.84 -0.29
10 H 3.49 -0.18 1.37
11 H 1.31 0.82 1.51
12 H 1.74 -0.19 -1.97
13 H 0.52 -1.55 -1.10
14 H -1.49 1.77 -1.24
15 H -1.28 0.25 -2.12
16 H -2.66 0.45 -1.01
17 H -2.23 0.81 1.37
18 H -0.72 0.27 2.14
19 H -0.80 1.83 1.30
20 H -0.60 -1.82 0.83
21 H -1.94 -1.66 -0.07

---

2 unconnected molecules or ions with the total composition C5H13N3, computed with ωB97M-V/def2-TZVPD.

Output
energy relative to the best compared isomer or geometry (same formula, charge and spin) = 197.1 kJ/mol
highest occupied orbital energy = -0.3326 Eh
Kohn-Sham gap = 10.04 eV
total charge = 0
largest force on an atom = 1.076 eV/Å

Atoms and positions in Å:
1 C 2.25 -1.32 0.55
2 C 3.21 -0.46 0.89
3 N 3.13 0.55 1.83
4 C 2.26 1.46 1.67
5 H 1.31 -1.35 1.08
6 H 2.46 -2.03 -0.24
7 H 4.19 -0.61 0.44
8 H 2.15 2.21 2.43
9 H 1.64 1.46 0.77
10 N -2.31 -1.70 -0.23
11 C -2.48 -0.26 -0.36
12 C -1.18 0.38 -0.84
13 N -1.44 1.72 -1.35
14 H -2.26 -2.18 -1.12
15 H -3.08 -2.12 0.28
16 H -2.79 0.14 0.61
17 H -3.27 0.03 -1.08
18 H -0.50 0.47 0.00
19 H -0.73 -0.30 -1.58
20 H -0.57 2.20 -1.58
21 H -1.99 1.69 -2.19

---

A molecular structure, C5H13N3O, computed with ωB97M-V/def2-TZVPD.

Output
energy relative to the best compared isomer or geometry (same formula, charge and spin) = 630.5 kJ/mol
highest occupied orbital energy (spin up / spin down) = -0.2370 / -0.2370 Eh
Kohn-Sham gap (spin up / spin down) = 7.19 / 7.19 eV
total charge = 0
largest force on an atom = 3.666 eV/Å

Atoms and positions in Å:
1 C 0.85 -1.70 1.38
2 C -1.39 -0.68 -1.55
3 C -1.37 1.26 -0.13
4 N -0.75 -0.02 -0.42
5 N -0.32 -0.94 1.64
6 C 1.27 -0.35 0.86
7 N 1.28 1.27 -1.01
8 C 0.77 0.03 -0.51
9 O 1.78 0.72 1.61
10 H 2.19 0.39 2.42
11 H -0.93 -0.17 1.86
12 H 1.05 1.47 -1.97
13 H 1.74 1.83 -0.31
14 H 0.73 -2.49 0.65
15 H 1.39 -1.99 2.29
16 H 1.03 -0.80 -1.19
17 H -1.28 -0.11 -2.48
18 H -2.46 -0.79 -1.35
19 H -0.95 -1.67 -1.68
20 H -0.81 1.74 0.68
21 H -1.40 1.92 -1.00
22 H -2.40 1.09 0.21

---

What are the energy values for these records? In order: -9865.3113, -9865.0974, -9861.2166, -9863.8993, -9864.3236, -11908.0824 eV.